Record 1
Entry from the Open Molecules 2025 dataset: a structure of composition C11H19InNO7 (the ωB97M-V functional and the def2-TZVPD basis).

The HOMO energy is -2.288 eV. Its charge is -1.

Geometry (Å):
H 1.762747 3.797738 -0.176203
H 3.004179 0.274048 -2.376906
O -3.141344 -5.644591 1.499668
H 0.034172 0.968183 -4.243725
C -0.189357 1.015735 -3.177947
C 0.755439 3.818188 -0.592135
H -0.061229 4.035155 -2.521471
H 1.512649 2.392336 1.642577
H 1.610849 4.674663 -2.266450
H 2.589186 2.738014 -1.784040
In 1.960957 -4.299404 3.908420
H 1.900938 2.519241 -3.522915
O 1.292420 -8.477839 6.716312
C 0.981172 1.246308 -2.103210
O -0.510037 -9.668618 6.957864
H 1.823274 -0.277013 -3.354743
O -0.463475 -7.630624 7.069142
O -5.102767 -6.332636 1.218642
O 0.198960 0.047432 -0.096503
C 0.913867 3.860784 -2.066649
C -1.469758 2.671717 -0.053551
N 0.683825 1.220106 -0.624621
H -0.200271 1.650107 1.893232
C -4.140200 -5.663399 0.870185
H -0.900840 1.818512 -2.984472
C 1.955176 -0.013352 -2.305368
C 1.739115 2.574493 -2.446413
H 1.678340 -0.928308 -1.781625
O -4.520414 -5.065655 -0.127148
H -0.690890 -0.045094 -0.444660
H -1.967951 2.379385 -0.977917
C 0.181543 -8.652756 7.131307
H -1.680414 3.739994 -0.103547
C 0.117557 2.465640 -0.028238
H 0.394020 4.686613 -0.041395
H 0.239694 3.430014 1.976530
C 0.431220 2.457628 1.522799
H -0.684683 0.082115 -2.911307
H -2.037670 2.135136 0.706482

Cartesian forces (eV/Å) of the 6 atoms listed first:
0.5 -0.2 0.0
0.2 -0.1 1.2
4.9 0.6 2.0
0.6 0.2 0.3
-0.3 0.6 2.4
1.0 -2.1 1.8

Record 2
Entry from the Open Molecules 2025 dataset: a structure of composition C11H19IrO2 (the ωB97M-V functional and the def2-TZVPD basis).

The HOMO energy (alpha / beta) is -15.144 / -15.761 eV. Its spin multiplicity is 5. Its charge is +2.

Geometry (Å):
O -1.518772 -0.309987 2.317885
H 4.142671 -0.549468 2.115282
H -3.239977 -0.982539 3.328349
C 2.052113 -0.351668 -2.665461
C 2.506667 -0.749798 -1.339836
H 0.480946 -1.242828 -4.024963
H -2.029892 -0.195136 4.372966
C -2.486054 -0.176384 3.368192
H 2.404212 0.499813 -3.246713
H -3.494343 1.139890 1.003862
H -2.187183 3.384908 -0.135216
H 0.123696 -3.065120 -2.042790
Ir 0.450330 -0.307380 -1.308782
H -3.677270 1.713514 -0.533068
C 3.307089 -0.198013 2.727256
H -0.344406 -1.382322 3.668382
H 1.075138 0.338197 3.652009
H -1.969445 2.885135 1.446564
H 3.255462 -0.221229 -0.751432
H 3.431365 -0.611751 3.740334
O 2.089427 -0.665499 2.139539
C -0.299758 -0.970084 2.637374
C 0.843325 -2.258834 -2.020947
C 0.923420 -0.013739 2.607199
C -2.705616 3.024956 0.682098
H -0.145504 -1.789995 1.910651
H -2.987602 0.788431 3.205132
C 1.762080 -1.927138 -0.947004
H 3.354116 0.900493 2.791473
H 0.686740 0.857472 1.964078
H 1.837844 -2.428624 0.014505
C 1.021168 -1.281264 -3.087437
C -3.594285 2.036489 0.469422

Cartesian forces (eV/Å) of the 6 atoms listed first:
0.3 -0.6 0.7
-0.3 0.0 0.0
0.2 0.0 -0.4
0.6 -0.4 -0.6
0.8 -0.4 -0.3
0.1 -0.1 0.1

Calculated total energy, record by record: -32700.069; -18620.682 eV
Energy above the lowest of the compared OMol25 structures with the same formula, charge and spin, record by record: 137.3; 73.9 kcal per mole
F_max, record by record: 7.0; 6.6 eV/Å